Density functional theory data (ωB97M-V/def2-TZVPD) for 9 unconnected molecules or ions with the total composition C22H59F6NO23PS7 in a non-equilibrium geometry.

The total energy is -173793.055 eV. As for the energy above the lowest of the compared OMol25 structures with the same formula, charge and spin: 5.2321 eV. Its orbital gap is 0.386 Ha. Its net charge is -1. For the LUMO energy, the calculation gives 1.6 eV. For the HOMO energy, the calculation gives -8.939 eV. Its multiplicity is 1.

```
119
C22H59F6NO23PS7, DFT ωB97M-V/def2-TZVPD
P -1.794 1.165 -0.704
F -0.259 1.323 -1.220
F -1.602 2.550 0.192
F -2.220 2.109 -1.950
F -3.346 1.139 -0.279
F -1.952 -0.112 -1.639
F -1.363 0.294 0.540
C 1.811 5.003 2.656
N 2.864 4.264 1.929
O 3.083 3.165 2.286
O 3.541 4.779 1.042
H 1.117 4.224 2.973
H 1.305 5.540 1.853
H 2.169 5.541 3.534
O -7.643 6.386 -2.607
S -7.659 6.051 -1.193
O -8.567 6.710 -0.259
O -7.970 4.383 -1.153
C -8.053 3.823 0.149
C -8.115 2.303 0.114
C -5.954 6.211 -0.525
H -8.860 4.209 0.772
H -7.203 4.152 0.748
H -9.121 1.999 -0.173
H -7.927 1.866 1.095
H -7.480 1.774 -0.596
H -5.245 5.767 -1.223
H -5.958 5.774 0.473
H -5.891 7.288 -0.370
O 3.072 -0.426 -6.985
S 1.869 -0.099 -7.685
O 1.881 0.169 -9.101
O 0.715 -1.248 -7.443
C 0.556 -1.849 -6.185
C 0.099 -3.276 -6.338
C 1.169 1.356 -6.766
H -0.137 -1.384 -5.484
H 1.469 -1.764 -5.596
H -0.064 -3.640 -5.323
H 0.856 -3.842 -6.881
H -0.827 -3.364 -6.906
H 0.095 1.407 -6.945
H 1.514 2.316 -7.152
H 1.408 1.354 -5.702
O 5.699 5.442 -5.131
S 5.141 6.622 -4.503
O 4.920 7.837 -5.294
O 3.698 6.134 -3.881
C 2.865 7.163 -3.351
C 1.555 6.443 -2.985
C 6.061 7.009 -2.878
H 2.740 7.912 -4.132
H 3.268 7.607 -2.440
H 0.986 6.038 -3.822
H 0.832 7.122 -2.533
H 1.777 5.590 -2.344
H 5.887 6.090 -2.318
H 5.671 7.865 -2.327
H 7.095 7.262 -3.111
O 0.975 -3.883 4.767
S 2.147 -3.205 5.402
O 2.212 -3.026 6.835
O 3.513 -3.937 4.814
C 3.947 -5.084 5.531
C 5.462 -5.266 5.118
C 2.389 -1.581 4.592
H 3.491 -6.062 5.380
H 4.123 -4.873 6.586
H 5.753 -6.209 5.582
H 6.140 -4.490 5.474
H 5.563 -5.405 4.042
H 1.608 -0.916 4.960
H 2.479 -1.701 3.512
H 3.308 -1.120 4.953
O -1.679 -6.443 -0.868
S -2.713 -6.487 0.180
O -4.051 -6.960 -0.130
O -2.187 -7.401 1.453
C -0.816 -7.745 1.675
C -0.335 -8.773 0.650
C -2.876 -4.870 0.999
H -0.671 -8.205 2.652
H -0.260 -6.810 1.749
H -0.951 -9.672 0.698
H 0.724 -9.027 0.698
H -0.516 -8.374 -0.348
H -3.604 -4.901 1.810
H -3.188 -4.132 0.259
H -1.911 -4.687 1.470
O 4.328 -5.385 -0.206
S 3.828 -5.012 -1.500
O 4.652 -4.429 -2.568
O 3.052 -6.325 -2.135
C 3.454 -6.783 -3.438
C 4.829 -7.433 -3.242
C 2.391 -3.906 -1.229
H 3.440 -6.176 -4.343
H 2.765 -7.529 -3.834
H 5.000 -7.854 -4.233
H 4.856 -8.183 -2.450
H 5.687 -6.802 -3.009
H 1.730 -4.139 -2.063
H 2.678 -2.859 -1.332
H 1.941 -4.149 -0.266
O -0.717 4.957 6.818
S -2.099 4.756 6.375
O -2.753 5.819 5.557
O -2.215 3.302 5.616
C -3.412 3.004 4.969
C -3.477 1.453 4.914
C -3.168 4.399 7.794
H -3.364 3.365 3.942
H -4.320 3.374 5.447
H -3.715 1.057 5.901
H -2.509 1.050 4.612
H -4.350 1.088 4.373
H -4.157 4.321 7.343
H -3.266 5.233 8.488
H -2.766 3.510 8.281
```

Here are the Löwdin charges for atoms 1 to 4, given in e:
1. P 0.089
2. F -0.191
3. F -0.222
4. F -0.194